A 2-piece molecular cluster, C4H6NS overall at a distorted geometry, computed with ωB97M-V/def2-TZVPD.

Structure (XYZ):
```
12
Properties=species:S:1:pos:R:3:mulliken_charge:R:1
C 0.73085 0.85654 -0.16007 0.460
C 1.90098 1.03758 -0.48838 -0.429
C -1.55584 0.02406 0.83071 -0.399
C -1.55691 -0.35870 -0.62059 -0.303
N -0.41311 0.24455 0.00452 0.026
S 4.57466 -0.31460 0.22718 -0.090
H 5.23509 0.61988 -0.64976 0.226
H 2.76522 1.72345 -0.70486 0.390
H -2.18928 0.73749 1.19344 0.290
H -1.45238 -0.76222 1.53154 0.273
H -1.40900 -1.47553 -0.68755 0.262
H -2.08465 0.18436 -1.48466 0.296
```

Calculated values
Frontier orbital gap (spin up / spin down)   10.47 / 5.89 eV
Multiplicity   3
E_LUMO (spin up / spin down)   -3.41 / -7.42 eV
Highest occupied orbital energy (spin up / spin down)   -13.883 / -13.312 eV
Total charge   +1